Record 1
DFT (ωB97M-V/def2-TZVPD) results for an isolated molecule of C22H27N3O4S at a distorted geometry.

```
57
C22H27N3O4S, DFT ωB97M-V/def2-TZVPD
N -3.968 0.016 -0.249
C 5.814 1.741 -1.208
N 3.675 -1.697 -0.188
H 6.393 2.619 -1.443
H 5.956 -1.009 0.775
C -1.674 0.877 -0.236
H -2.035 1.888 -0.306
C -6.153 0.973 -0.236
H -1.125 2.675 1.725
H 1.088 1.563 1.785
C -2.685 -3.822 -0.087
O 0.625 1.643 -0.233
C 4.357 -0.532 -0.553
O 7.534 1.157 0.261
H -0.383 -2.757 -0.090
H -4.551 -4.423 0.799
C -0.314 0.623 -0.183
C 4.607 1.488 -1.820
S 1.874 -3.479 0.294
H 1.997 0.055 -0.221
C 0.881 2.305 1.000
N 1.534 -0.848 -0.128
H -3.678 -5.722 -0.028
C -3.946 -4.670 -0.070
H 1.794 2.878 0.809
H -6.485 -0.054 -0.320
H -6.414 2.859 -1.359
H 9.065 0.736 1.474
C -4.676 1.180 -0.175
H -7.820 1.717 -1.514
C 6.326 0.837 -0.272
H -4.476 -0.857 -0.290
H -6.495 2.684 1.119
C 8.114 0.283 1.200
C -0.235 3.237 1.453
H 2.959 0.148 -2.046
C -2.119 -1.496 -0.153
C -0.759 -1.750 -0.124
H -2.090 -4.003 0.817
C 5.593 -0.295 0.052
C -6.966 2.035 -0.934
H 0.099 3.802 2.319
O -4.174 2.281 -0.070
H 7.491 0.183 2.094
H -7.903 1.539 1.021
C 2.336 -1.925 -0.045
O -3.085 -2.462 -0.139
H -4.532 -4.489 -0.967
H 8.296 -0.706 0.769
C -2.585 -0.168 -0.210
H 4.245 -2.483 0.096
C 3.872 0.353 -1.511
H 4.226 2.176 -2.559
C 0.152 -0.699 -0.133
H -0.489 3.930 0.656
C -7.015 1.930 0.548
H -2.073 -4.065 -0.965
```

For the lowest unoccupied orbital energy, the calculation gives 0.6 eV. Its relative energy (zero: lowest compared OMol25 entry of this formula, charge and spin) is 210.2 kJ/mol. Its largest force on an atom is 0.0208 Eh/bohr. The net charge is 0. The calculation puts the orbital gap at 8.1 eV. As for the SMILES: CCOc1cc(NC(=S)Nc2cccc(OC)c2)c(OCC)cc1NC(=O)C1CC1. For the HOMO energy, the calculation gives -0.27702 Ha.



Record 2
DFT (ωB97M-V/def2-TZVPD) results for a cluster of 4 separate species, C22H27N4O5S2 in total at a distorted geometry.

```
60
C22H27N4O5S2, DFT ωB97M-V/def2-TZVPD
C -2.625 -5.972 7.666
N -2.691 -5.589 6.353
C 0.937 0.080 1.921
C -2.085 -6.307 2.723
C 2.478 9.889 -2.718
C -1.091 -5.359 2.661
H 0.630 -0.975 -5.654
C 0.832 0.003 -5.115
H -4.065 -4.461 5.174
H -5.445 -4.277 7.507
N 0.657 -2.177 -0.036
O -0.722 -0.279 -1.401
H 1.801 1.313 -1.798
O 2.664 -0.346 -0.143
H 0.278 9.488 -2.659
C 1.441 -1.420 -2.832
H -2.218 -7.032 3.514
H -2.664 -4.673 -0.098
C -2.888 -6.153 1.567
H 0.344 1.399 -6.888
C 1.291 9.232 -2.929
H 2.674 4.086 -2.323
O 2.623 -2.008 1.631
H 3.332 7.138 -4.352
H 2.501 -1.490 -2.403
C 1.513 1.329 -2.904
H 1.811 0.598 2.477
H 0.882 7.387 -3.885
H -1.792 -6.555 8.031
C 0.908 2.748 -5.088
H -3.979 -5.627 9.350
S 0.104 -1.555 -1.526
C -4.506 -4.785 7.344
H 2.593 10.835 -2.209
H 0.316 -0.424 2.745
H 0.768 3.756 -5.596
C 2.913 7.984 -3.828
N 1.565 8.070 -3.602
H 0.581 2.105 0.624
H 1.328 -2.253 -3.623
H -0.279 -5.134 3.336
N -1.264 -4.642 1.509
C -3.740 -5.489 8.306
C -3.831 -4.861 6.149
C 1.578 4.003 -2.678
C 0.098 1.243 1.222
C 1.327 2.709 -3.603
C -2.358 -5.114 0.839
H 0.977 3.800 -1.711
H -2.007 -5.809 5.647
O -0.870 -2.602 -2.073
C 3.506 9.098 -3.288
H 1.212 4.966 -3.184
H -3.757 -6.734 1.298
O -1.163 1.170 1.299
S 1.733 -1.125 0.757
H 4.563 9.320 -3.302
H -0.674 -3.881 1.201
C 0.680 1.378 -5.792
C 1.275 -0.022 -3.608
```

For the lowest unoccupied orbital energy, the calculation gives 2.2 eV. Its largest force on an atom is 0.1187 Eh/bohr. The net charge is -1. The calculation puts the orbital gap at 8.2 eV. For the HOMO energy, the calculation gives -0.21864 Ha.